# 1
{
  "formula": "C50H43N6O6P2SSn",
  "method": "the ωB97M-V functional and the def2-TZVPD basis",
  "spin_multiplicity": 1,
  "total_charge": -1,
  "homo_lumo_gap_ev": 5.84,
  "symbols": ["C", "O", "C", "C", "C", "H", "C", "H", "H", "C", "H", "C", "O", "H", "C", "H", "H", "H", "C", "N", "C", "H", "H", "C", "C", "H", "C", "O", "C", "O", "C", "C", "H", "O", "C", "C", "N", "C", "C", "H", "H", "H", "C", "C", "H", "N", "Sn", "C", "C", "H", "H", "C", "H", "H", "H", "N", "P", "H", "C", "H", "H", "H", "C", "H", "C", "C", "P", "H", "C", "H", "C", "C", "C", "C", "C", "H", "H", "O", "C", "H", "C", "H", "C", "C", "H", "H", "H", "C", "C", "N", "S", "C", "H", "H", "C", "H", "C", "C", "H", "C", "C", "C", "H", "H", "N", "C", "H", "C", "H"],
  "positions_angstrom": [[-1.021855, 5.216821, 0.594233], [5.366195, -0.013901, -0.016725], [-1.561741, 5.247214, -3.627565], [-0.894119, 3.684576, -1.926816], [-3.048483, -2.610444, -2.245760], [4.101606, 1.048111, -1.864551], [-3.587018, 0.249790, -2.404574], [3.377765, -1.752428, 3.429315], [5.257654, -0.441422, 2.810940], [0.204484, 1.336738, 2.989502], [-2.984147, -3.467538, -2.910572], [-3.109768, -5.302626, 3.692800], [1.138890, -2.691052, 4.203947], [-0.992535, -0.630724, -4.896730], [-0.918828, 5.939180, 1.771586], [-1.921371, 0.229175, 6.028862], [6.315973, 1.586662, 3.624018], [-1.954983, -1.810017, -3.834263], [3.582511, 2.994183, 2.261108], [-3.385541, -6.131533, 4.784007], [0.516870, 3.562479, 1.463740], [-2.755504, 4.453811, -5.228265], [3.160659, -1.198618, -1.357431], [-1.333996, 0.553938, 5.178874], [-1.441019, 2.634768, -2.674975], [-2.904595, 0.206376, 3.754335], [3.429601, 0.820512, -1.034589], [-2.296017, -1.237551, 0.572763], [4.271011, 0.459648, 0.174509], [0.477642, -2.072602, 2.158812], [-2.924236, -4.970912, 1.310563], [-2.494800, -3.144888, 2.818519], [-2.975997, -5.357284, 0.300885], [-0.267594, 3.320355, -0.752519], [-2.114564, 2.933678, -3.854413], [0.744120, -0.002220, -5.970992], [2.787066, -0.657238, 1.693070], [1.286985, -2.070740, 3.159128], [-1.883519, 0.536302, 3.904401], [0.523690, -0.640408, -6.818296], [1.776733, 1.669852, 4.402823], [-2.665620, -3.582348, 4.902579], [0.152882, 0.793943, -3.768013], [1.909107, -4.136169, -2.036495], [-1.515164, 6.835088, 1.893344], [2.587741, -0.362662, -1.282286], [0.525939, -0.787655, 0.285022], [-0.112174, -0.003116, -4.876718], [5.417720, 1.661642, 3.018487], [0.008807, 6.076213, 3.704786], [3.079440, 3.953285, 2.209906], [-3.206300, -5.791019, 2.388354], [2.082323, -0.287037, -2.157562], [2.855108, -4.225193, -1.506505], [-2.529641, 2.119255, -4.437015], [1.249809, -3.010145, -1.854407], [-0.888062, 0.917432, -2.243738], [3.255229, -1.399116, 1.176368], [2.877403, 1.843384, 1.869539], [2.539155, 0.797077, -6.834687], [2.795042, 1.679523, -0.826114], [1.502351, 2.246092, -2.942714], [-1.963003, -1.608665, -2.749794], [-1.564213, 6.258921, -4.014281], [1.452672, -5.167781, -2.849551], [-1.115651, 0.922229, 2.815353], [1.147965, 1.816353, 1.464560], [5.385282, 3.852672, 3.048932], [1.872591, 0.803250, -5.981293], [0.414459, 0.972965, 6.352276], [-0.887236, 4.976847, -2.447445], [0.028629, -2.880536, -2.480591], [-0.252549, 4.069935, 0.404566], [-2.322995, -0.147848, -2.563938], [-0.020688, 0.968249, 5.360351], [-2.183950, -2.119529, 2.972241], [2.388214, -0.339680, 3.721149], [-2.926232, -3.194731, -0.917602], [-2.586870, -3.640703, 1.524516], [1.154498, 3.910328, 3.468886], [2.140853, 1.616145, -4.887626], [-1.544168, 0.889312, 1.817330], [3.669575, 0.566020, 1.620108], [-4.673322, -0.721940, -2.363038], [-3.485161, -6.826291, 2.224119], [3.014686, 2.256398, -4.886579], [-2.930329, -5.849529, 5.637159], [-2.216457, 4.235842, -4.314934], [-2.766076, -3.966765, 3.893983], [-0.471581, -3.831348, -3.325081], [-1.909795, -2.623129, 0.228602], [2.535510, -1.176731, 3.045340], [-3.265128, -7.114109, 4.600293], [2.003579, -6.087202, -2.982229], [1.289802, 1.606543, -3.794015], [-0.175443, -5.671288, -4.164585], [0.589433, 4.309844, 2.637391], [4.865929, 2.951033, 2.753002], [-1.731169, 5.532986, -0.150980], [-0.081386, 5.511321, 2.785748], [0.744124, 1.358351, 4.270044], [-4.436298, -2.030913, -2.293626], [-5.691768, -0.351682, -2.334286], [-3.826974, 1.296883, -2.256625], [-0.629351, -1.766738, -2.219595], [4.827583, 0.528430, 2.588284], [-5.245633, -2.740494, -2.163109], [0.242385, -4.932422, -3.483787], [-0.332678, 5.760734, -1.955486]],
  "atomic_forces_ev_per_a": [[0.0, -0.1, -0.1], [0.1, 0.0, 0.1], [0.0, 0.0, 0.0], [-0.1, -0.1, 0.0], [-0.1, 0.3, -0.2], [0.0, 0.0, 0.0], [-0.1, 0.1, -0.1], [0.0, 0.0, 0.0], [0.0, 0.0, 0.0], [0.0, 0.0, -0.1], [0.1, -0.1, 0.1], [0.0, 0.0, 0.0], [0.0, 0.0, -0.1], [0.1, 0.0, 0.0], [0.0, 0.0, 0.0], [0.0, 0.0, 0.0], [0.0, 0.0, 0.0], [-0.2, -0.1, 0.0], [0.0, -0.1, 0.1], [-0.1, 0.0, 0.0], [0.0, -0.1, -0.4], [0.0, 0.0, 0.0], [-0.1, 0.0, -0.1], [0.0, 0.0, 0.0], [0.0, -0.1, 0.3], [0.0, 0.0, 0.0], [-0.2, 0.0, 0.0], [0.0, 0.0, 0.0], [-0.1, -0.1, 0.0], [-0.1, 0.0, -0.3], [-0.1, 0.0, 0.0], [0.0, 0.1, -0.1], [0.0, 0.0, 0.0], [0.1, 0.2, 0.0], [0.0, 0.1, 0.0], [0.0, 0.0, 0.0], [-0.1, -0.1, -0.1], [0.1, 0.1, 0.2], [0.0, 0.0, 0.0], [0.0, 0.0, 0.0], [0.0, 0.0, 0.0], [0.0, 0.0, 0.0], [0.0, 0.0, 0.0], [-0.1, 0.1, 0.0], [0.0, 0.0, 0.0], [0.0, 0.2, 0.0], [0.5, -0.1, 0.1], [0.0, 0.0, 0.0], [-0.1, 0.0, 0.0], [0.0, 0.0, 0.0], [0.0, 0.0, 0.0], [0.0, 0.0, 0.0], [-0.1, 0.0, -0.1], [0.0, 0.0, 0.0], [0.0, 0.0, 0.0], [0.0, 0.0, 0.1], [0.2, -0.1, -0.2], [0.0, 0.0, 0.0], [-0.1, -0.1, -0.3], [0.0, 0.0, 0.0], [-0.1, 0.0, 0.0], [0.0, 0.0, 0.0], [0.2, 0.0, 0.1], [0.0, 0.0, 0.0], [0.0, -0.1, 0.0], [0.1, 0.0, 0.0], [0.1, 0.2, 0.4], [0.0, 0.0, 0.0], [0.0, 0.0, 0.0], [0.0, 0.0, 0.0], [0.1, 0.0, 0.1], [0.1, 0.2, -0.1], [0.0, 0.0, 0.1], [0.0, 0.0, 0.1], [0.0, 0.0, 0.0], [0.0, -0.1, 0.0], [0.1, 0.0, 0.0], [0.2, 0.0, 0.2], [0.2, -0.1, 0.0], [0.0, 0.0, 0.0], [0.0, 0.0, 0.0], [0.0, 0.0, 0.0], [0.1, 0.3, 0.1], [0.0, 0.0, 0.0], [0.0, 0.0, 0.0], [0.0, 0.0, 0.0], [0.0, 0.0, 0.0], [0.0, 0.0, 0.0], [0.0, 0.0, 0.0], [-0.1, -0.1, 0.0], [-0.4, 0.0, -0.1], [-0.1, -0.1, 0.0], [0.0, 0.0, 0.0], [0.0, 0.0, 0.0], [0.0, -0.1, 0.1], [0.0, 0.0, 0.0], [0.0, 0.0, 0.0], [0.0, 0.1, 0.0], [0.0, 0.0, -0.2], [0.0, 0.0, 0.1], [0.0, 0.0, 0.0], [0.1, -0.1, 0.0], [0.0, 0.0, 0.0], [0.0, 0.0, 0.0], [-0.1, -0.2, 0.3], [-0.1, -0.1, 0.0], [0.0, 0.0, -0.1], [0.0, 0.1, 0.0], [0.0, 0.1, 0.2]],
  "lowdin_charge": [-0.03, 0.10, -0.08, -0.26, -0.27, 0.12, -0.10, 0.12, 0.10, -0.37, 0.13, -0.32, 0.02, 0.09, -0.09, 0.10, 0.09, 0.13, -0.16, 0.08, -0.24, 0.10, 0.08, -0.09, -0.27, 0.10, -0.18, -0.50, -0.32, -0.25, -0.07, -0.06, 0.11, -0.05, -0.09, -0.08, -0.06, -0.65, -0.09, 0.10, 0.11, 0.11, -0.35, -0.17, 0.10, -0.04, 1.31, -0.07, -0.13, 0.10, 0.08, -0.04, 0.04, 0.10, 0.11, 0.08, 1.11, 0.11, -0.36, 0.10, 0.09, 0.10, -0.34, 0.10, -0.10, -0.12, 1.01, 0.07, -0.10, 0.10, -0.03, -0.47, -0.23, -0.32, -0.07, 0.09, 0.10, -0.31, -0.33, 0.10, -0.09, 0.08, -0.40, -0.08, 0.10, 0.10, 0.08, -0.09, -0.02, 0.12, 0.88, -0.12, 0.08, 0.08, -0.12, 0.10, -0.09, -0.15, 0.10, -0.09, -0.11, -0.03, 0.10, 0.10, -0.08, -0.07, 0.11, -0.17, 0.12]
}

***

# 2
{
  "formula": "C50H44BrGeIKN2O6",
  "method": "the ωB97M-V functional and the def2-TZVPD basis",
  "spin_multiplicity": 2,
  "total_charge": -2,
  "homo_lumo_gap_ev": [5.47, 6.01],
  "symbols": ["N", "H", "C", "C", "H", "C", "C", "C", "H", "C", "H", "H", "C", "H", "C", "C", "C", "H", "H", "C", "C", "H", "C", "C", "C", "H", "H", "H", "H", "C", "C", "H", "C", "H", "N", "K", "C", "C", "H", "H", "C", "C", "C", "H", "H", "C", "H", "C", "C", "H", "H", "C", "H", "H", "H", "C", "H", "H", "O", "C", "H", "Br", "C", "H", "C", "H", "H", "C", "C", "C", "O", "H", "H", "Ge", "C", "C", "H", "C", "C", "C", "H", "H", "H", "O", "C", "I", "O", "H", "O", "C", "H", "C", "C", "H", "H", "O", "C", "H", "C", "C", "C", "C", "H", "C", "H", "C"],
  "positions_angstrom": [[-1.383953, -3.284459, 0.788931], [7.926664, 1.003868, -0.352653], [0.221034, -4.277027, 2.332740], [3.679902, -1.341840, 0.720769], [8.410550, 0.117846, -1.798652], [2.877992, 2.307240, 0.206709], [-0.030498, -6.540912, 3.176322], [1.088414, -4.888598, 4.515312], [3.210815, -0.109543, 4.938521], [-5.943889, -3.045275, -0.788855], [3.883806, -2.415774, 0.756346], [-6.633870, -0.150246, -2.390908], [3.565366, -0.067267, -4.168694], [6.064621, 0.787704, -3.602819], [-8.138186, -2.246669, -0.198886], [-6.393344, 2.582975, -2.210914], [-3.270740, -2.009877, -2.040256], [-0.404049, -7.545527, 3.017106], [4.091892, -0.890301, 1.627259], [0.286145, 6.211633, 0.971827], [2.941395, 1.704986, 1.502083], [4.135590, 0.502473, -4.905862], [0.113684, -3.195522, 1.230187], [-5.748777, -1.946348, -1.625720], [4.027695, 2.826627, -0.331313], [0.835419, 7.127913, 1.158852], [5.191401, 0.996212, 3.979668], [-4.825021, 2.758093, -3.666494], [-1.636582, 2.925947, 0.322834], [5.579351, 0.363068, -2.727074], [5.254202, 2.814277, 0.373370], [7.798367, 1.762479, -1.940611], [-1.094483, 3.850121, 0.499248], [0.862896, 1.080300, 1.585319], [-1.703155, -2.954256, -0.495059], [-0.340712, -0.649045, -0.181615], [4.270031, -0.089939, -2.837114], [-1.726851, 4.915866, 1.131130], [6.141724, -0.310469, 0.526061], [6.261409, 2.224768, 2.160098], [-4.510835, 1.344077, -0.593575], [-5.097253, 2.414637, -2.676851], [1.910143, 0.438064, 3.300539], [4.019682, 3.251568, -1.329376], [1.955147, 5.246228, 0.054472], [4.317139, -0.740105, -0.502376], [-2.760685, 4.811396, 1.439733], [0.912081, 5.144540, 0.341987], [3.138767, 0.412281, 3.991539], [0.806229, -6.935239, 5.109185], [-4.669721, -1.217616, -3.355056], [4.239499, 1.022089, 3.459088], [2.565433, 0.352326, -4.081124], [-8.738275, -0.407985, -1.139552], [6.137371, 3.236272, -0.093237], [-7.961884, -1.157292, -1.041599], [3.445666, -1.086211, -4.546956], [1.222141, -2.926953, 3.580915], [-2.284654, 0.776649, -0.034873], [4.173609, 1.671126, 2.201878], [0.798144, 2.992298, -3.279818], [-1.864125, -1.576175, -3.233311], [7.674511, 0.821689, -1.398845], [-1.996082, -2.848443, 1.482485], [-0.242259, -5.591305, 2.182167], [-1.536102, 6.925020, 1.865452], [2.490826, 2.550934, -3.024492], [-4.522676, -1.722757, -2.407201], [-3.489217, 0.619352, 0.289907], [3.630941, -0.620994, -1.713548], [-0.911036, -5.982701, 1.060725], [-6.070936, 1.115321, 0.822320], [1.048732, -0.090967, 3.685530], [1.199353, 2.453033, -0.816813], [5.323967, 2.257336, 1.614333], [-7.127454, -3.189234, -0.079656], [-3.571086, -2.267531, 0.100787], [-6.762589, 2.144808, -0.946941], [0.639433, -6.189582, 4.339208], [0.234295, 3.948423, 0.091801], [-7.778373, 2.280645, -0.597893], [0.616823, -3.586971, 0.320356], [-1.231563, -5.147773, 0.658118], [0.513909, -2.008004, 1.637416], [5.626005, -0.266937, -0.429751], [-7.821322, 3.495217, -3.435427], [1.355310, -0.032523, -1.879048], [1.608001, -4.605709, 5.423477], [-3.956122, -0.069708, 1.212456], [-6.781741, -1.013222, -1.751103], [2.594515, -1.244234, 0.757123], [1.652816, 3.109275, -2.613803], [2.163606, -1.011156, -1.782950], [1.910188, 4.171933, -2.567864], [-3.134449, 1.666430, -2.182258], [1.858515, -2.207940, -1.722032], [0.876121, -3.951870, 3.510490], [-7.254862, -4.045256, 0.571508], [1.815855, 1.084098, 2.101800], [6.268782, 0.295663, -1.521832], [-1.041393, 6.098232, 1.368539], [-4.157890, 1.805657, -1.855589], [-9.057130, -2.360777, 0.363224], [-5.817780, 1.513632, -0.152175], [-5.172093, -3.798284, -0.699532], [-2.868225, -2.474295, -0.709291]],
  "atomic_forces_ev_per_a": [[-0.1, 0.0, -0.1], [0.0, 0.0, 0.0], [0.1, -0.1, 0.0], [0.1, -0.1, 0.0], [0.0, 0.0, 0.0], [0.1, 0.1, -0.1], [0.0, 0.0, 0.0], [0.0, 0.0, 0.0], [0.0, 0.0, 0.0], [-0.1, 0.0, 0.0], [0.0, 0.0, 0.0], [0.0, -0.1, 0.0], [0.0, 0.0, 0.0], [0.0, 0.0, 0.0], [0.0, 0.0, 0.0], [0.1, -0.1, 0.2], [-0.1, 0.0, 0.3], [0.0, 0.0, 0.0], [0.0, -0.1, -0.1], [0.0, 0.0, 0.0], [-0.1, 0.0, 0.0], [0.0, 0.0, 0.0], [0.0, -0.3, 0.2], [0.0, 0.0, 0.0], [0.1, 0.0, 0.0], [0.0, 0.0, 0.0], [0.0, 0.0, 0.0], [0.0, 0.0, 0.0], [0.0, 0.0, 0.0], [0.0, 0.0, 0.0], [-0.1, 0.1, 0.0], [0.0, 0.0, 0.0], [0.0, -0.1, -0.1], [0.0, 0.1, 0.0], [0.0, -0.1, 0.4], [0.2, 0.1, -0.3], [0.0, -0.1, 0.0], [0.0, 0.0, 0.0], [0.0, 0.0, 0.0], [0.0, 0.0, 0.0], [-0.1, 0.0, 0.0], [0.0, 0.0, -0.1], [0.0, 0.0, 0.0], [0.0, 0.0, 0.0], [0.0, 0.0, 0.0], [0.0, 0.1, 0.0], [0.0, 0.0, 0.0], [0.0, 0.0, 0.0], [0.0, 0.0, 0.0], [0.0, 0.0, 0.0], [0.0, 0.0, 0.0], [0.0, 0.0, 0.0], [-0.1, 0.1, 0.0], [0.0, 0.0, 0.0], [0.0, 0.0, 0.0], [0.0, 0.0, 0.0], [0.0, 0.0, 0.0], [0.0, 0.0, 0.0], [-0.7, 0.4, 0.1], [0.0, 0.1, 0.1], [0.0, 0.0, 0.0], [0.1, -0.1, -0.1], [0.0, 0.0, 0.0], [0.0, 0.0, 0.0], [0.0, 0.0, 0.0], [0.0, 0.0, 0.0], [0.0, -0.1, 0.0], [0.0, 0.1, -0.1], [0.0, -0.1, 0.0], [0.0, 0.0, 0.1], [0.0, 0.0, 0.1], [0.0, 0.0, 0.0], [0.0, 0.0, 0.0], [-0.1, -0.1, 0.0], [-0.1, 0.1, 0.0], [0.1, 0.0, 0.0], [0.0, 0.0, 0.0], [0.0, 0.2, 0.0], [0.0, 0.0, 0.0], [0.1, 0.1, 0.0], [0.0, 0.0, 0.0], [0.0, 0.0, 0.0], [0.0, 0.0, 0.0], [-0.2, -0.3, 0.2], [0.0, -0.1, 0.0], [-0.1, 0.0, -0.1], [0.4, 0.3, -0.3], [0.0, 0.0, 0.0], [0.0, 0.0, 0.0], [0.0, -0.1, 0.0], [0.0, 0.0, -0.1], [0.0, 0.1, 0.0], [0.1, -0.1, -0.1], [0.0, 0.0, 0.0], [0.0, 0.0, 0.0], [0.1, 0.1, 0.0], [0.0, 0.0, -0.1], [0.0, 0.0, 0.0], [0.0, 0.0, 0.0], [0.0, -0.1, 0.0], [0.0, 0.0, 0.0], [0.0, 0.0, 0.0], [0.0, 0.0, 0.0], [0.1, 0.0, 0.0], [0.0, 0.0, 0.0], [0.0, 0.1, -0.2]],
  "lowdin_spin": [0.00, 0.00, 0.00, 0.00, 0.00, 0.07, 0.00, 0.00, 0.00, 0.00, 0.00, 0.00, 0.00, 0.00, 0.00, 0.00, 0.00, 0.00, 0.00, 0.01, 0.01, 0.00, 0.00, 0.00, 0.02, 0.00, 0.00, 0.00, 0.00, 0.00, 0.00, 0.00, 0.01, 0.01, 0.00, 0.04, 0.00, 0.00, 0.00, 0.00, 0.00, 0.00, 0.00, 0.00, 0.00, 0.00, 0.00, 0.02, 0.00, 0.00, 0.00, 0.00, 0.00, 0.00, 0.00, 0.00, 0.00, 0.00, 0.01, 0.00, 0.00, 0.00, 0.00, 0.00, 0.00, 0.00, 0.00, 0.00, 0.00, 0.00, 0.00, 0.00, 0.00, 0.47, 0.01, 0.00, 0.00, 0.00, 0.00, 0.11, 0.00, 0.00, 0.00, 0.00, 0.00, 0.00, 0.09, 0.00, 0.00, 0.00, 0.00, 0.07, 0.01, 0.01, 0.00, 0.01, 0.00, 0.00, 0.01, 0.00, 0.00, 0.00, 0.00, 0.00, 0.00, 0.00]
}

***

Relative energy (zero: lowest compared OMol25 entry of this formula, charge and spin), record by record: 0.5; 47.0 kcal/mol
Total energy, record by record: -109017.7942; -218816.8124 eV